a:
DFT (ωB97M-V/def2-TZVPD) results for a 2-piece molecular cluster, C2H8N2O2 overall.

As for the SMILES: C[N+](=O)[O-].CN. The HOMO-LUMO gap is 0.36477 Eh.

CARTESIAN COORDINATES (ANGSTROEM)
C (-0.1010, 1.9967, -1.2953)
N (0.1020, 1.5020, 0.0706)
O (1.2092, 1.1371, 0.3685)
O (-0.8578, 1.5084, 0.8022)
H (-0.5179, 1.1767, -1.8837)
H (-0.8122, 2.8219, -1.2812)
H (0.8556, 2.2951, -1.7177)
C (0.4674, -1.8660, 1.0509)
N (-0.4710, -1.4117, 0.0335)
H (1.3723, -2.2130, 0.5541)
H (0.7271, -1.0208, 1.6847)
H (0.0805, -2.6747, 1.6861)
H (-1.3132, -1.0621, 0.4833)
H (-0.7409, -2.1898, -0.5559)


b:
DFT (ωB97M-V/def2-TZVPD) results for a 2-piece molecular cluster, C2H8N2O2 overall.

The HOMO-LUMO gap (alpha / beta) is 0.30599 / 0.30590 Eh.

CARTESIAN COORDINATES (ANGSTROEM)
C (-0.7366, -1.4519, 0.6570)
N (0.7002, -0.0620, 0.3243)
N (1.6958, 0.0680, -0.6672)
H (1.0214, 0.2799, 1.2313)
H (2.6199, -0.1925, -0.3375)
H (1.4152, -0.4351, -1.5044)
H (-0.8818, -1.7918, -0.3619)
H (-0.0692, -2.0471, 1.2672)
H (-1.6934, -1.3283, 1.1575)
C (-0.5842, 1.1659, 0.0420)
O (-0.8740, 1.1364, -1.3369)
O (-0.4164, 2.2439, 0.6138)
H (-0.9009, 2.0703, -1.5938)
H (-1.2960, 0.3443, 0.5085)


c:
DFT (ωB97M-V/def2-TZVPD) results for a 3-piece molecular cluster, C2H8N2O2 overall.

The HOMO-LUMO gap (alpha / beta) is 0.29246 / 0.29313 Eh.

CARTESIAN COORDINATES (ANGSTROEM)
C (-1.9702, 0.9484, 0.0653)
O (-0.7456, 0.6415, 0.6838)
N (0.1404, -1.2014, -0.6349)
N (0.3070, -2.0367, 0.1914)
H (-0.4751, -2.4328, 0.7378)
H (-2.7602, 0.2905, 0.4525)
H (-2.3046, 1.9695, 0.2798)
H (-1.9157, 0.7926, -1.0214)
C (1.6240, 0.1686, -0.5151)
O (2.2014, 0.0356, 0.7602)
H (1.8242, -0.7774, 1.1360)
H (1.6965, 1.2240, -0.7930)
H (2.2415, -0.3194, -1.2741)
H (0.1365, 0.6971, -0.0683)


d:
DFT (ωB97M-V/def2-TZVPD) results for a 2-piece molecular cluster, C2H8N2O2 overall.

As for the SMILES: NC=O.NCO. The HOMO-LUMO gap is 0.38004 Eh.

CARTESIAN COORDINATES (ANGSTROEM)
N (2.3125, 0.5913, 0.5613)
C (1.8153, 0.4031, -0.6836)
O (1.0838, -0.5136, -0.9911)
H (1.8185, 0.3742, 1.4110)
H (2.9347, 1.3709, 0.6953)
H (1.7621, 1.2921, -1.3455)
N (-1.6910, -0.4662, -0.8936)
C (-1.4374, -0.6218, 0.5138)
O (-0.9104, 0.5792, 1.1169)
H (-0.7956, -0.6191, -1.3723)
H (-2.3321, -1.1291, -1.3054)
H (-0.7711, -1.4709, 0.6567)
H (-2.3346, -0.9454, 1.0714)
H (-1.4547, 1.1552, 0.5652)


What should be chosen as the least stable of them? Choose c.


a:
DFT (ωB97M-V/def2-TZVPD) results for a 2-piece molecular cluster, C14H21N overall.

As for the SMILES: CCc1c[nH]c2ccccc12.CC(C)C. The HOMO-LUMO gap is 0.32009 Eh.

CARTESIAN COORDINATES (ANGSTROEM)
C (-1.0282, 2.1323, -3.2874)
C (-1.1218, 1.2943, -1.9162)
C (0.2728, 0.8719, -1.5636)
C (1.3590, 1.6517, -1.4551)
N (2.4857, 0.8135, -1.3199)
C (2.0685, -0.4618, -1.0802)
C (2.7362, -1.5236, -0.5199)
C (2.2140, -2.8130, -0.6312)
C (0.8714, -2.9109, -0.8715)
C (0.0595, -1.8222, -1.1496)
C (0.6250, -0.5482, -1.3680)
H (-2.0175, 2.5488, -3.4613)
H (-0.7192, 1.4257, -4.0341)
H (-0.3678, 2.9696, -3.1158)
H (-1.7800, 1.8250, -1.2506)
H (-1.5707, 0.3524, -2.2608)
H (1.4400, 2.7196, -1.4047)
H (3.3944, 1.1656, -1.0751)
H (3.6020, -1.3841, 0.1244)
H (2.8414, -3.6742, -0.4051)
H (0.2676, -3.8183, -0.8782)
H (-1.0288, -1.8016, -1.1500)
C (-1.3822, 0.2092, 1.0495)
C (-0.7359, -0.2038, 2.4159)
C (-0.3254, 1.1706, 3.0543)
C (-1.6077, -1.0609, 3.2621)
H (-0.5191, 0.4044, 0.3958)
H (-2.0958, 1.0059, 1.1722)
H (-1.9293, -0.6377, 0.6111)
H (0.1852, -0.7396, 2.0727)
H (0.2227, 0.9413, 3.9739)
H (0.4357, 1.5204, 2.3464)
H (-1.0711, 1.9582, 3.1174)
H (-2.3436, -1.6826, 2.7746)
H (-1.0522, -1.4900, 4.1095)
H (-2.3850, -0.4079, 3.7185)


b:
DFT (ωB97M-V/def2-TZVPD) results for one molecule with the formula C14H21N.

As for the SMILES: CC1(C)C[C@H]1CCC1=CC[C@@H](C#N)CC1. The HOMO-LUMO gap is 0.35638 Eh.

CARTESIAN COORDINATES (ANGSTROEM)
C (-0.8467, -2.3936, 2.6027)
C (-0.1665, -1.0094, 2.6455)
C (0.3294, -0.5158, 4.0639)
C (0.6852, -0.5761, 1.4749)
C (-0.6172, 0.1600, 1.7924)
C (-1.8476, 0.0560, 0.8460)
C (-1.8172, 1.0868, -0.3057)
C (-0.6208, 0.8768, -1.1517)
C (0.3985, 1.8080, -1.0810)
C (1.5479, 1.8254, -2.1158)
C (1.2629, 0.8328, -3.2697)
C (2.4364, 0.6647, -4.1110)
N (3.3277, 0.5761, -4.8288)
C (0.7606, -0.5545, -2.7464)
C (-0.5961, -0.3138, -2.0919)
H (-0.2312, -3.1679, 2.9652)
H (-1.7727, -2.3670, 3.2060)
H (-1.0507, -2.6134, 1.5810)
H (0.3882, 0.5786, 4.1018)
H (-0.3435, -0.8123, 4.8807)
H (1.3495, -0.8742, 4.2458)
H (0.7279, -1.3277, 0.7077)
H (1.5589, 0.0172, 1.6441)
H (-0.5411, 1.1943, 2.2458)
H (-2.7011, 0.2405, 1.4507)
H (-1.9670, -0.9777, 0.4643)
H (-1.7875, 2.1190, 0.1022)
H (-2.7035, 0.9844, -0.9509)
H (0.4058, 2.6088, -0.3567)
H (2.4573, 1.4874, -1.6356)
H (1.6460, 2.7994, -2.5581)
H (0.5005, 1.2577, -3.9002)
H (1.4437, -0.9712, -1.9870)
H (0.6462, -1.3013, -3.5272)
H (-1.3651, -0.1725, -2.8739)
H (-0.8969, -1.2255, -1.5290)


What should be chosen as the least stable of them? Choose a.